Run 1
Entry from OMol25: a cluster of 5 separate species, C3H17NO4 in total (ωB97M-V/def2-TZVPD).

Calculated values
- M: 131.17 g mol⁻¹
- SMILES string: CCNC.O.O.O.O

CARTESIAN COORDINATES (ANGSTROEM)
O (0.4994, -2.4456, -1.5114)
O (-0.4582, -3.4350, 1.2825)
O (0.4384, -0.7892, 2.8000)
O (-2.2942, -1.3931, -0.3755)
N (0.9668, 0.9606, -0.7954)
C (-0.3925, 1.1105, -0.2329)
C (-0.6059, 2.3890, 0.5833)
C (1.5882, 2.1752, -1.3188)
H (-0.3020, 2.2772, 1.6249)
H (-1.7950, -2.1914, -0.5786)
H (0.8733, 0.3156, -1.5687)
H (0.5915, -3.3942, -1.3264)
H (2.4023, 1.8702, -1.9715)
H (-0.1173, 3.2555, 0.1438)
H (1.2377, -0.8782, 2.2541)
H (-1.1901, 1.0223, -0.9715)
H (-0.4787, 0.2785, 0.4693)
H (1.3966, -2.0976, -1.4463)
H (0.2468, 0.1591, 2.6591)
H (0.8757, 2.8193, -1.8520)
H (-1.6640, 2.6514, 0.5699)
H (-0.2119, -2.8954, 0.5233)
H (-0.3753, -2.8919, 2.0799)
H (-3.2052, -1.6713, -0.5248)
H (1.9739, 2.7986, -0.5164)



Run 2
Entry from OMol25: a cluster of 5 separate species, C3H17NO4 in total (ωB97M-V/def2-TZVPD).

Calculated values
- M: 131.17 g mol⁻¹
- SMILES string: CCNC.O.O.O.O

CARTESIAN COORDINATES (ANGSTROEM)
O (0.8290, -1.5824, -1.2155)
O (2.1998, 0.4337, -2.4012)
O (3.0642, 0.9311, 0.3337)
O (2.1799, -1.6676, 0.8938)
N (-1.2584, -0.0183, 0.5878)
C (-2.4697, 0.8763, 0.5892)
C (-2.2192, 1.9714, -0.3552)
C (-1.2653, -1.2221, 1.4977)
H (2.2354, 1.0789, -1.7047)
H (1.7569, 0.9182, -3.0686)
H (2.8096, 0.1969, 0.8792)
H (1.1154, -1.0257, -1.9018)
H (-2.8743, 0.9823, 1.5876)
H (-0.4453, 0.5000, 0.5622)
H (-3.2017, 0.1087, 0.1198)
H (-0.3313, -1.4206, 2.0208)
H (1.7969, -1.7826, 0.0100)
H (1.9632, -2.4500, 1.4054)
H (-2.1391, -1.2736, 2.1560)
H (-1.6317, 2.7801, 0.1432)
H (-1.5700, 1.6443, -1.2027)
H (-3.1180, 2.4525, -0.8462)
H (0.2666, -1.1462, -0.5458)
H (3.7523, 0.6566, -0.2247)
H (-1.4452, -1.9419, 0.6802)



Verdict on stability: run 2 comes out at the bottom.



Run 1
Entry from OMol25: a cluster of 2 separate species, C5H13N2O in total (ωB97M-V/def2-TZVPD).

Calculated values
- 2S+1: 2
- M: 117.17 g mol⁻¹

CARTESIAN COORDINATES (ANGSTROEM)
O (-0.8314, 0.4255, -0.1402)
N (-3.1141, -0.4681, 0.2615)
N (1.4476, 0.9790, -1.2151)
C (3.6434, 0.6540, -0.1916)
C (-2.5555, -1.3652, 1.2565)
C (-2.2044, 0.6938, 0.0872)
C (2.3619, 0.2760, -0.4211)
C (1.7472, -0.9948, 0.1427)
H (-1.5575, -1.8138, 0.9097)
H (0.4003, 0.9400, -0.7987)
H (-2.2132, -0.7874, 2.1160)
H (1.5574, -1.7405, -0.7647)
H (-3.1158, -0.9420, -0.6821)
H (4.1314, 1.5074, -0.6050)
H (-3.2631, -2.1099, 1.5485)
H (4.2377, 0.1576, 0.6411)
H (1.8411, 1.8687, -1.5916)
H (0.8034, -0.6943, 0.5595)
H (-2.5691, 1.3265, -0.7493)
H (-2.3326, 1.1788, 1.1022)
H (2.4400, -1.4534, 0.8693)



Run 2
Entry from OMol25: a cluster of 2 separate species, C5H13N2O in total (ωB97M-V/def2-TZVPD).

Calculated values
- 2S+1: 2
- M: 117.17 g mol⁻¹

CARTESIAN COORDINATES (ANGSTROEM)
O (-2.9140, 0.0923, -1.3762)
N (4.3585, -1.0540, -0.4868)
N (1.4018, -0.0253, 0.2813)
C (0.0302, 0.6085, 0.1901)
C (-3.3055, -0.2593, -0.0355)
C (-2.3379, 0.2654, 0.9573)
C (-0.9584, -0.2625, 0.9961)
C (2.0104, 0.8538, -0.4296)
H (1.9679, 0.8892, -1.5298)
H (-0.0242, 1.6209, 0.6240)
H (3.4091, -0.9327, -0.1950)
H (-2.7045, 0.8720, 1.7818)
H (-0.9348, -1.2564, 0.5590)
H (2.6058, 1.6722, 0.0062)
H (-4.3276, 0.0810, 0.1311)
H (-0.5763, -0.3419, 2.0025)
H (-3.2845, -1.3455, -0.0453)
H (-3.4630, 0.8188, -1.6790)
H (5.0099, -1.2215, 0.2577)
H (-0.3865, 0.7058, -0.8241)
H (4.4237, -1.7807, -1.1857)



Run 3
Entry from OMol25: a cluster of 2 separate species, C5H13N2O in total (ωB97M-V/def2-TZVPD).

Calculated values
- 2S+1: 2
- M: 117.17 g mol⁻¹

CARTESIAN COORDINATES (ANGSTROEM)
O (2.4779, 0.4642, -2.0281)
N (-3.5152, -0.8653, 1.2232)
N (0.4267, -0.0696, -0.0313)
C (2.4133, -0.8874, 0.9730)
C (2.6764, 0.7115, -0.8676)
C (-0.2807, 0.8296, -0.8945)
C (-1.7650, 0.4447, -1.0437)
C (1.7679, 0.3243, 0.2845)
H (-2.6943, -1.2335, 1.6839)
H (-2.4637, 1.1067, -0.5474)
H (-2.0757, 0.4350, -2.0951)
H (2.3006, -1.7534, 0.3309)
H (-0.1888, 1.8677, -0.5287)
H (0.1202, 0.8608, -1.9176)
H (-1.7598, -0.5564, -0.6250)
H (-4.1145, -0.7258, 2.0166)
H (-3.9188, -1.4980, 0.5479)
H (1.7902, 1.1408, 1.0293)
H (3.4504, -0.8490, 1.2872)
H (1.7706, -1.0582, 1.8364)
H (3.5822, 1.3112, -0.6338)



Verdict on stability: run 2 comes out at the bottom.



Run 1
Entry from OMol25: a cluster of 2 separate species, C2H8N3O2 in total (ωB97M-V/def2-TZVPD).

Calculated values
- Total charge: +1
- M: 106.10 g mol⁻¹

CARTESIAN COORDINATES (ANGSTROEM)
O (-2.1321, -1.7751, 1.2800)
O (-0.6767, -1.8185, -0.8436)
N (-1.2810, -0.6526, 1.0596)
N (-0.6407, -0.7792, 0.0697)
N (0.3324, 0.8698, -0.5336)
C (0.4579, 1.4282, 0.7406)
C (1.3967, 0.5978, -1.4218)
H (-1.3295, -2.4762, -0.6071)
H (1.3187, 1.0559, 1.4882)
H (1.3475, -0.4366, -1.7405)
H (2.3336, 0.5970, -0.9342)
H (-0.4543, 1.3936, 1.3310)
H (0.7000, 2.4426, 0.3619)
H (-2.5994, -1.6470, 2.1466)
H (1.2270, 1.2004, -2.3965)



Run 2
Entry from OMol25: a cluster of 2 separate species, C2H8N3O2 in total (ωB97M-V/def2-TZVPD).

Calculated values
- Total charge: +1
- M: 106.10 g mol⁻¹

CARTESIAN COORDINATES (ANGSTROEM)
O (1.2949, 2.0131, 0.9778)
O (0.4123, 0.3405, 2.1552)
N (-0.3568, -0.8083, -1.4397)
N (2.0786, -0.1065, 0.6420)
N (-1.9452, 0.5129, -0.4103)
C (1.2888, 0.8572, 1.2480)
C (-1.5950, -0.5070, -1.1375)
H (2.7304, 0.2791, -0.0219)
H (-0.1791, -1.6643, -1.9463)
H (-2.9227, 0.7447, -0.3216)
H (0.7841, -0.4708, 2.5262)
H (-1.2739, 1.1485, 0.0095)
H (0.4166, -0.1973, -1.1992)
H (-2.3871, -1.1559, -1.4945)
H (1.6540, -0.9858, 0.4124)



Verdict on stability: run 1 comes out at the bottom.



Run 1
Entry from OMol25: a cluster of 2 separate species, CH7N2O in total (ωB97M-V/def2-TZVPD).

Calculated values
- 2S+1: 2
- Total charge: -2
- M: 63.08 g mol⁻¹

CARTESIAN COORDINATES (ANGSTROEM)
O (-2.7089, 0.7776, 0.2038)
N (2.3254, -0.7297, -0.2810)
N (-0.2973, 0.8080, -0.1396)
C (-1.5589, 0.1274, 0.3820)
H (1.4191, -0.4027, -0.6584)
H (-0.5517, 0.8831, -1.1324)
H (-0.4274, 1.8132, 0.0339)
H (-1.4452, -0.8479, -0.1523)
H (-1.3513, -0.1480, 1.4431)
H (2.3055, -1.7436, -0.4188)
H (2.2908, -0.5373, 0.7198)



Run 2
Entry from OMol25: a cluster of 2 separate species, CH7N2O in total (ωB97M-V/def2-TZVPD).

Calculated values
- 2S+1: 2
- Total charge: -2
- M: 63.08 g mol⁻¹

CARTESIAN COORDINATES (ANGSTROEM)
O (-2.3154, -0.5348, 0.0982)
N (0.8541, 1.3879, -0.4734)
N (0.4117, -0.8237, 0.4983)
C (1.3157, 0.0065, -0.2775)
H (-0.6238, -0.7459, 0.2463)
H (0.1402, 1.3869, -1.2070)
H (2.2771, -0.0065, 0.2649)
H (0.2998, 1.6026, 0.3558)
H (1.5488, -0.4743, -1.2267)
H (-2.8394, -0.7532, 0.8715)
H (0.5883, -0.7603, 1.4871)



Verdict on stability: run 2 comes out at the bottom.



Run 1
Entry from OMol25: a cluster of 2 separate species, C2H3I3O in total (ωB97M-V/def2-TZVPD).

Calculated values
- 2S+1: 3
- M: 423.76 g mol⁻¹

CARTESIAN COORDINATES (ANGSTROEM)
I (0.8290, 2.2823, -0.9981)
I (-0.2755, -1.6920, -2.1279)
I (-1.0261, 0.2486, 2.3355)
O (1.5546, 0.5954, -0.3991)
C (-0.3696, -1.1051, -0.1625)
C (-1.0101, -0.0456, 0.2697)
H (-1.7106, 0.7179, -0.1282)
H (1.6913, 0.5999, 0.6441)
H (0.3169, -1.6013, 0.5665)



Run 2
Entry from OMol25: a cluster of 2 separate species, C2H3I3O in total (ωB97M-V/def2-TZVPD).

Calculated values
- 2S+1: 3
- M: 423.76 g mol⁻¹

CARTESIAN COORDINATES (ANGSTROEM)
I (1.2841, 2.2806, -1.1613)
I (-1.2110, -1.7821, 0.4691)
I (-1.5593, 0.1432, -3.1934)
O (1.3474, -0.5916, -1.1679)
C (0.4826, 0.3591, -0.8894)
C (-0.5097, 0.2401, 0.2121)
H (-0.0527, 0.5272, 1.1647)
H (1.0167, -1.4854, -0.9418)
H (-1.3771, 0.8727, 0.0443)



Verdict on stability: run 1 comes out at the bottom.



Run 1
Entry from OMol25: the ion C2H3O5P with charge -2 (ωB97M-V/def2-TZVPD).

Calculated values
- Total charge: -2
- M: 138.02 g mol⁻¹
- SMILES string: C[P@@](=O)([O-])OC(=O)[O-]

CARTESIAN COORDINATES (ANGSTROEM)
P (1.5402, 1.0674, -0.2465)
O (3.5368, -0.9504, -2.4673)
O (2.0904, 0.5551, -1.7125)
O (2.1082, -1.5373, -0.8058)
O (1.0872, 2.5150, -0.5110)
O (2.5134, 0.7603, 0.7683)
C (-0.2206, 0.2766, -0.0911)
C (2.6743, -0.7984, -1.5973)
H (-0.4156, -0.8397, -0.1873)
H (-0.9039, 0.8393, -0.6988)
H (-0.7596, 0.5257, 0.9217)



Run 2
Entry from OMol25: the ion C2H3O5P with charge -2 (ωB97M-V/def2-TZVPD).

Calculated values
- Total charge: -2
- M: 138.02 g mol⁻¹
- SMILES string: C[P@](=O)([O-])OC(=O)[O-]

CARTESIAN COORDINATES (ANGSTROEM)
P (1.5090, -1.2743, 0.1031)
O (4.4290, 0.7710, -0.0943)
O (2.4766, 1.8192, -0.0515)
O (1.1936, -2.5445, -0.5701)
O (1.9078, -1.2518, 1.5639)
O (2.4874, -0.4434, -0.8560)
C (-0.1430, -0.2692, -0.0509)
C (3.2574, 0.8868, -0.1662)
H (-0.8464, -0.2425, -0.8631)
H (-0.4918, -0.9181, 0.7136)
H (0.1226, 0.7122, 0.1359)



Verdict on stability: run 2 comes out at the bottom.